Record 1
Entry from the OMol25 dataset: an isolated ion of composition C4H5Br2N2 and charge +1 at a distorted geometry (ωB97M-V/def2-TZVPD).

Structure (XYZ):
```
13
Properties=species:S:1:pos:R:3:forces:R:3:mulliken_charge:R:1
C 0.332981 1.640418 -0.044807 1.424 2.477 0.364 -0.439
C 0.995848 0.384268 0.151110 -0.396 -0.020 0.695 0.658
C -1.672296 0.505017 -0.343646 1.792 -1.606 -0.134 -0.003
C 0.464788 -2.049173 0.100638 1.239 -0.084 -4.778 -0.766
N 0.211332 -0.652129 0.275684 -0.363 2.762 -0.399 -0.303
N -1.014834 1.643036 -0.205142 -0.581 0.970 -0.270 0.053
Br 2.962804 0.472854 0.399789 -1.872 -0.386 -0.493 -0.036
Br -3.246695 0.000568 0.326516 -0.278 0.131 0.227 0.170
H 0.883666 2.665538 -0.024441 -1.170 -2.201 -0.233 0.361
H 0.820086 -2.558198 0.965797 -0.542 -0.418 0.888 0.341
H -0.467630 -2.347730 -0.472071 1.015 -0.660 1.431 0.302
H 1.335349 -2.244614 -0.740028 -1.874 0.702 2.051 0.309
H -1.605402 2.540145 -0.389402 1.606 -1.668 0.651 0.352
```
Positions in Å, forces in eV/Å.

Kohn-Sham gap (alpha / beta) (eV): 7.09 / 7.05
Energy relative to the best compared isomer or geometry (same formula, charge and spin) (kJ/mol): 448.3
Total charge: +1
HOMO (alpha / beta) (hartree): -0.48510 / -0.47983

Record 2
Entry from the OMol25 dataset: C20H20Cl2GaGeS as an isolated structure at a distorted geometry (ωB97M-V/def2-TZVPD).

Structure (XYZ):
```
45
Properties=species:S:1:pos:R:3:forces:R:3:mulliken_charge:R:1
Ga 0.842414 -0.041994 0.651048 1.551 -2.888 -0.604 -0.598
Cl -1.754744 0.102922 1.190779 0.057 0.919 0.698 -0.208
C -1.545598 0.708495 2.863536 0.645 -1.769 -0.732 0.479
C -2.670908 1.065413 3.500415 -1.422 1.842 1.780 -0.582
C -2.598830 1.414379 4.879677 -1.793 1.338 -0.266 -0.452
C -1.482056 1.092174 5.611032 0.275 -0.281 1.445 -0.382
C -0.356454 0.611556 4.962022 -1.574 -0.685 -0.597 -0.066
Cl 0.830262 -0.188137 5.894530 0.794 0.179 0.336 -0.209
C -0.350420 0.507975 3.560238 2.083 0.893 -0.434 0.365
S 1.268264 0.564531 2.826557 -0.594 -0.039 -0.072 -0.294
H -3.577850 1.252222 2.932875 0.072 -0.125 0.163 0.386
H -3.410326 2.081869 5.359656 1.090 -1.693 -0.823 0.231
H -1.463386 1.112044 6.736260 -0.090 0.320 -1.347 0.279
C -0.559085 4.608598 -2.106244 -0.586 1.458 0.321 -0.464
C -0.650597 4.126632 -0.776494 -1.024 1.083 1.145 -0.541
C 0.027057 3.038543 -0.330149 1.388 0.054 -0.057 -0.604
C 0.732552 2.273850 -1.334801 -0.256 -0.481 0.681 0.439
C 1.260183 0.991929 -1.014189 -0.178 0.374 -1.405 0.361
C 1.748590 0.268741 -2.118643 -0.006 -0.680 1.310 -0.532
C 1.736660 0.642154 -3.468358 -0.790 2.143 0.629 -0.959
C 1.243401 1.911889 -3.745182 0.990 -1.115 1.196 -0.617
C 0.732487 2.706061 -2.680414 -0.437 -0.346 -1.090 0.985
C 0.055585 3.886743 -3.060618 0.355 -0.188 0.166 -0.819
H -0.870210 5.662653 -2.282282 -0.409 -1.084 -0.128 0.301
H -1.368375 4.665535 -0.112671 1.070 -0.196 -0.268 0.297
H 0.277944 2.869262 0.763889 -1.024 -0.245 -1.402 0.397
H 2.154532 -0.704342 -1.911844 0.002 -0.344 0.341 0.823
H 2.052842 -0.019182 -4.246627 0.369 -0.281 -0.240 0.437
H 1.406153 2.357604 -4.703393 -0.509 0.159 -0.632 0.326
H -0.021762 4.100745 -4.115726 0.305 0.467 -0.093 0.317
C 0.516755 -2.786769 -2.636368 0.722 -0.608 0.225 -1.242
Ge 0.483500 -3.363502 -0.744853 1.623 1.370 1.964 0.460
C 1.681991 -5.022346 -0.744960 -1.421 0.525 -0.254 -1.219
C -1.366035 -3.565238 -0.101862 0.345 -0.956 -0.710 -0.970
C 1.000008 -1.986578 0.603533 1.106 -0.249 -0.563 -0.223
H 1.385467 -2.188761 -2.957332 -0.338 -0.547 0.316 0.260
H -0.351389 -2.193443 -2.748879 -1.037 0.717 -0.509 0.352
H 0.441362 -3.698064 -3.222814 -0.096 -0.005 -0.428 0.426
H 1.287208 -5.774138 -1.464532 0.300 0.395 0.463 0.326
H 1.694407 -5.436879 0.272879 0.426 0.096 -0.406 0.345
H 2.622904 -4.611466 -1.116008 0.152 -0.374 0.342 0.348
H -1.439084 -4.185103 0.816494 0.024 0.645 -0.585 0.298
H -1.925478 -3.985734 -0.927117 -0.795 -0.245 -0.002 0.401
H -1.600401 -2.516485 0.035866 -0.363 -0.075 0.356 0.097
H 1.880462 -2.356359 1.211072 -1.003 0.524 -0.228 0.246
```
Positions in Å, forces in eV/Å.

Kohn-Sham gap (eV): 4.87
Energy relative to the best compared isomer or geometry (same formula, charge and spin) (kJ/mol): 185.6
Total charge: -1
HOMO (hartree): -0.07978

Record 3
Entry from the OMol25 dataset: a 6-piece molecular cluster, C44H58F6INO19S3 overall at a distorted geometry (ωB97M-V/def2-TZVPD).

Structure (XYZ):
```
132
Properties=species:S:1:pos:R:3:forces:R:3:mulliken_charge:R:1
C 10.735856 -2.925866 -2.147275 -0.008 -0.239 0.291 -0.964
C 10.831512 -1.490002 -1.614202 -0.364 -0.014 -0.430 -0.609
C 9.769884 -0.554905 -2.210158 -0.166 -0.889 -0.056 -1.030
C 8.325568 -1.084441 -1.923310 1.340 0.505 -0.291 0.072
C 7.685566 -1.537318 -3.229696 -0.521 0.604 0.468 -0.397
C 6.245228 -2.077608 -3.149520 0.049 -0.107 -0.756 -2.528
C 5.270381 -1.086113 -2.564692 0.221 -0.465 0.365 -0.223
C 4.760635 -0.084379 -3.417214 -0.389 -0.289 -0.470 1.622
S 5.264441 0.071338 -5.117149 0.485 0.566 -0.234 -0.136
C 3.844938 0.855482 -2.946755 0.274 -0.494 0.409 0.226
C 3.434230 0.790480 -1.607361 0.114 0.168 -0.131 0.015
C 3.922812 -0.179326 -0.726594 -0.296 0.254 0.168 -0.120
C 3.383088 -0.147769 0.687640 -0.110 -0.647 0.412 -1.421
C 2.082695 -0.943869 0.818079 0.702 0.589 0.363 0.173
O 1.455957 -1.308349 -0.099575 -0.768 -0.623 -0.716 -0.376
I 1.419013 -1.282988 2.839547 -0.070 0.201 0.015 -0.003
C 4.857240 -1.119007 -1.215875 -0.525 0.524 -0.472 1.250
S 5.505648 -2.325786 -0.070547 1.591 -0.211 0.968 1.419
O 5.872637 -1.703570 1.169525 -0.790 0.476 0.009 -0.765
O 6.537315 -3.156060 -0.609577 -0.482 -0.171 -0.713 -0.699
C 4.111610 -3.531386 0.301002 0.597 -0.637 -0.334 0.752
F 3.631587 -3.328269 1.509298 -0.374 0.288 -0.010 -0.197
F 3.175920 -3.488944 -0.634054 -0.295 0.243 0.072 -0.203
F 4.652714 -4.745550 0.278398 0.041 -0.040 0.034 -0.228
C 2.429516 1.829497 -1.179558 0.583 0.148 -0.496 0.193
O 1.494444 1.611768 -0.466832 -0.379 -0.122 0.499 -0.532
C 2.660376 3.197584 -1.767677 -0.001 0.325 0.266 -0.474
C 3.083887 3.255817 -3.085790 0.100 -0.034 0.310 0.605
C 3.311301 4.458182 -3.749969 -0.137 -0.353 0.137 -0.526
C 3.116087 5.634717 -3.056620 0.056 0.214 0.147 0.186
O 3.345505 6.856526 -3.651651 -0.423 -0.326 -0.097 -0.405
N 4.783436 6.916470 -4.035291 0.393 -0.343 -0.282 0.138
O 4.893420 7.146255 -5.152968 -0.025 0.371 0.168 -0.212
C 2.681545 5.611554 -1.734344 -0.087 0.082 0.133 -0.475
C 2.445498 4.410978 -1.083950 0.112 -0.416 -0.390 -0.222
S 1.905473 4.582630 0.608709 -1.713 1.467 0.454 1.376
O 0.699223 3.899598 0.942290 0.532 -1.030 -0.221 -0.561
O 1.857601 5.991996 0.879324 0.789 0.066 -0.167 -0.741
C 3.343875 3.966635 1.625951 0.534 0.700 -0.268 0.732
F 4.173520 4.995055 1.785272 0.039 -0.030 0.021 -0.235
F 4.026857 3.013640 0.985190 -0.182 -0.390 0.094 -0.225
F 2.942079 3.562749 2.807523 -0.192 -0.374 0.000 -0.218
C 3.255355 1.953529 -3.796933 0.096 0.073 0.368 -0.774
O 2.905287 1.837267 -4.933106 -0.140 -0.063 -0.589 -0.493
H 10.133604 -3.550761 -1.489049 -0.190 -0.016 -0.050 0.256
H 11.713535 -3.402632 -2.177435 0.119 0.029 -0.033 0.350
H 10.305509 -2.998989 -3.144136 0.051 0.136 -0.120 0.226
H 10.675182 -1.525497 -0.536651 0.418 0.160 0.156 0.293
H 11.817678 -1.105959 -1.870221 0.102 0.176 0.340 0.445
H 9.936541 -0.568698 -3.289526 -0.044 0.339 -0.111 0.362
H 9.903936 0.461035 -1.846617 0.035 0.088 0.002 0.370
H 7.791799 -0.254789 -1.458262 -0.427 -0.200 0.037 0.327
H 8.447805 -1.883064 -1.202387 -0.413 -0.149 0.119 0.110
H 7.635955 -0.651874 -3.865211 0.086 0.016 -0.142 0.345
H 8.336531 -2.234304 -3.749662 -0.083 -0.296 0.040 0.338
H 5.936769 -2.236317 -4.179702 -0.077 -0.038 -0.076 0.421
H 6.176984 -3.057515 -2.704329 0.106 0.027 0.346 0.797
H 5.084888 -1.151834 -5.640440 -0.295 -0.064 0.405 0.164
H 4.084424 -0.487114 1.443446 0.093 -0.068 -0.104 0.914
H 3.085635 0.849910 0.976909 0.057 0.228 0.058 0.196
H 3.622464 4.417689 -4.783991 -0.006 0.172 -0.077 0.592
H 2.514862 6.548412 -1.225336 0.087 0.029 0.110 0.659
C -2.588340 2.806306 6.569764 0.367 -0.064 -0.012 -0.791
C -1.375387 1.957269 6.252848 -0.064 0.313 0.132 -0.388
O -1.745192 0.621402 5.892340 0.281 -0.264 0.152 -0.379
C -2.106379 0.271849 4.645762 -0.345 0.173 -0.284 0.771
C -2.411889 1.352340 3.634305 0.432 0.088 -0.160 -0.842
O -2.247217 -0.890697 4.375935 0.108 -0.054 0.181 -0.579
H -3.232190 2.917387 5.709355 -0.011 0.065 -0.088 0.257
H -2.279927 3.799569 6.901785 0.025 -0.019 0.017 0.365
H -3.179751 2.342872 7.356172 0.005 0.005 0.031 0.214
H -0.745212 2.406058 5.482501 -0.048 -0.048 -0.067 0.284
H -0.749423 1.849980 7.138324 -0.010 -0.158 -0.016 0.324
H -3.483550 1.548079 3.645349 -0.005 0.018 0.051 0.221
H -2.125083 0.983518 2.652028 -0.138 -0.121 0.010 0.293
H -1.872727 2.282099 3.796627 -0.133 0.050 0.086 0.306
C -8.166606 1.733083 9.221708 0.112 -0.151 -0.074 -0.722
C -8.024454 3.001889 8.405852 -0.158 -0.125 0.136 -0.499
O -6.737909 3.101883 7.794654 0.103 0.318 0.061 -0.369
C -6.437945 2.522819 6.613551 -0.044 -0.348 -0.123 0.598
C -7.383777 1.505130 6.029452 -0.173 0.433 -0.169 -0.915
O -5.383753 2.786721 6.099351 -0.410 0.117 0.039 -0.547
H -8.084218 0.842223 8.598158 -0.092 0.019 -0.032 0.097
H -9.133108 1.711919 9.728100 0.003 0.033 0.011 0.342
H -7.377511 1.679020 9.972016 -0.033 0.065 0.038 0.319
H -8.815686 3.104262 7.661453 0.029 -0.056 -0.038 0.375
H -8.098209 3.870507 9.058917 0.115 0.041 -0.039 0.324
H -7.071838 0.509599 6.335297 -0.038 -0.029 -0.013 0.270
H -7.327461 1.570973 4.945744 0.186 -0.112 0.004 0.457
H -8.424404 1.654810 6.306039 0.032 -0.136 0.139 0.239
C -0.119882 -0.963740 -4.103709 0.175 -0.069 0.057 -0.766
C 0.237332 -0.695667 -5.550072 -0.289 -0.007 0.148 -0.244
O 1.625728 -0.939193 -5.807806 0.140 0.235 -0.184 -0.362
C 2.118122 -2.147683 -6.102092 -0.040 -0.174 0.315 0.933
C 1.252793 -3.367536 -5.911367 -0.197 0.030 -0.529 -0.754
O 3.272857 -2.227177 -6.443089 0.108 -0.097 -0.060 -0.656
H 0.032972 -2.009491 -3.838768 -0.096 -0.026 -0.038 0.208
H -1.163635 -0.712506 -3.916012 -0.004 -0.003 -0.012 0.464
H 0.508907 -0.365978 -3.440935 -0.037 0.052 -0.006 0.069
H -0.390914 -1.257712 -6.240142 0.040 -0.095 0.047 0.160
H 0.087860 0.359522 -5.777431 0.175 0.019 -0.029 0.425
H 1.440344 -3.782894 -4.921781 -0.007 0.022 0.020 0.211
H 1.535622 -4.102721 -6.662297 0.203 -0.039 0.117 0.361
H 0.188841 -3.182359 -6.031771 0.049 0.035 0.241 0.071
C -4.255738 -1.169722 -8.718813 -0.054 -0.020 0.166 -1.033
C -2.967602 -1.950842 -8.869883 -0.208 0.092 -0.167 -0.455
O -2.349300 -2.208678 -7.604314 0.312 0.026 -0.033 -0.378
C -2.671107 -3.254449 -6.820029 -0.338 -0.034 0.131 0.900
C -3.910643 -4.060446 -7.123041 0.176 -0.264 -0.319 -1.261
O -1.993996 -3.476837 -5.852440 -0.007 0.065 -0.047 -0.543
H -5.001542 -1.726997 -8.151753 -0.017 -0.045 -0.067 0.281
H -4.674063 -0.932078 -9.696891 0.020 -0.001 -0.010 0.373
H -4.070394 -0.239328 -8.182082 0.039 0.024 -0.057 0.310
H -3.106262 -2.877976 -9.427390 -0.032 -0.035 0.068 0.372
H -2.242417 -1.359859 -9.426596 0.095 -0.014 0.107 0.356
H -4.738794 -3.662033 -6.538642 -0.002 0.017 0.004 0.296
H -3.726775 -5.088010 -6.819651 -0.011 0.056 0.184 0.332
H -4.185156 -4.077900 -8.174729 -0.082 0.138 0.032 0.386
C -11.066533 -2.328691 8.754346 0.102 -0.107 -0.042 -1.043
C -10.926942 -1.083681 7.903856 -0.174 -0.134 0.128 -0.437
O -9.651894 -1.018018 7.260237 0.096 0.303 0.011 -0.305
C -9.381257 -1.623198 6.083511 -0.003 -0.331 -0.023 0.838
C -10.354386 -2.635285 5.526867 -0.299 0.294 -0.174 -1.210
O -8.336804 -1.387834 5.543995 -0.028 0.014 0.030 -0.519
H -11.010172 -3.235886 8.152780 -0.075 0.012 -0.026 0.277
H -12.019932 -2.325017 9.283136 -0.001 0.020 -0.001 0.377
H -10.260332 -2.375658 9.486400 -0.024 0.057 0.030 0.311
H -11.733322 -0.985867 7.175403 0.030 -0.055 -0.037 0.376
H -10.972878 -0.199287 8.538155 0.119 0.041 -0.046 0.340
H -10.046079 -3.629626 5.846548 0.008 -0.003 0.015 0.296
H -10.309406 -2.583650 4.441990 0.175 -0.083 0.006 0.328
H -11.388933 -2.466819 5.816014 0.036 -0.093 0.129 0.362
```
Positions in Å, forces in eV/Å.

Kohn-Sham gap (eV): 7.38
HOMO (hartree): -0.32160

Number 1: calculated total energy -5412.52232 Ha. Number 2: calculated total energy -6094.32144 Ha. Number 3: calculated total energy -5287.03166 Ha.